Formula: H16O8
Source: the Open Molecules 2025 dataset
Level of theory: ωB97M-V with the def2-TZVPD basis set

Last column: Löwdin charge in e.
Atoms and positions in Å:
O  -0.173  -0.272  0.013  -0.07
H  0.295  -0.026  -0.793  0.03
H  -1.069  -0.466  -0.287  0.02
O  2.212  -1.059  1.620  -0.07
H  2.280  -1.639  0.853  0.03
H  1.269  -1.042  1.818  0.01
O  -3.090  -1.968  0.283  -0.06
H  -3.585  -1.141  0.297  0.05
H  -3.602  -2.537  -0.302  0.04
O  -3.718  3.941  -0.538  -0.06
H  -3.675  3.050  -0.902  0.03
H  -4.658  4.085  -0.379  0.03
O  -1.847  -3.916  -0.902  -0.07
H  -1.071  -3.363  -1.046  0.04
H  -2.115  -3.713  0.002  0.02
O  5.302  0.200  -0.547  -0.06
H  4.578  0.163  -1.182  0.00
H  4.910  -0.117  0.275  0.03
O  0.019  1.481  1.693  -0.07
H  0.291  2.239  1.164  0.04
H  -0.434  1.872  2.449  0.04
O  2.509  1.078  -1.376  -0.05
H  2.650  1.224  -0.434  0.04
H  2.720  1.927  -1.779  0.05

Computed properties:
Gap between HOMO and LUMO ... 10.758 eV
M ... 144.120 g mol⁻¹
Spin multiplicity ... 1
ΔE to the lowest compared entry with this formula, charge and spin ... 273.8 kJ/mol